17
Properties=species:S:1:pos:R:3:forces:R:3:nbo_charge:R:1 method="wB97M-V/def2-TZVPD" homo_energy_ev=-15.04 charge=+1 energy_ev=-16322.66216 e_lumo_ev=-4.262 relative_energy_ev=1.617 gap_ev=10.776
C 1.447699 -0.850423 0.702187 -0.55 -0.22 3.02 -1.00
C 0.030063 -0.111618 -1.723486 0.26 1.17 -2.26 -1.01
C 0.025508 1.814632 0.660015 2.84 -2.97 -0.80 -0.89
C -1.450019 -0.656740 0.653328 0.55 -2.54 -3.73 -0.15
F -2.394103 0.155245 0.102330 -0.15 -0.52 0.77 -0.34
P 0.103553 0.069213 0.072603 -1.10 1.56 -0.19 1.51
H 1.466878 -1.665701 0.061608 0.41 -1.79 -1.35 0.27
H 1.094280 -1.330760 1.721171 1.23 1.31 -1.65 0.29
H 2.419456 -0.344274 0.666629 -0.35 -0.10 0.43 0.30
H -0.323726 -1.190828 -1.828339 0.14 1.61 -0.40 0.27
H 1.002168 0.008642 -2.381634 -1.53 -0.27 1.91 0.31
H -0.658877 0.738871 -2.189692 0.93 -2.24 1.07 0.30
H -0.788753 2.337802 0.383726 -2.97 1.42 -1.29 0.27
H 0.895397 2.215602 0.168815 0.54 0.75 0.36 0.26
H 0.059703 1.784091 1.712481 0.53 0.13 1.33 0.26
H -1.343144 -2.018058 -0.477154 -0.51 2.71 3.14 0.11
H -1.586086 -0.955704 1.695409 -0.26 -0.02 -0.34 0.24